{"formula": "C29H80ClN14O17", "method": "ωB97M-V/def2-TZVPD", "elements": ["Cl", "O", "O", "O", "O", "C", "O", "N", "N", "H", "H", "H", "H", "C", "O", "N", "N", "H", "H", "H", "H", "C", "O", "N", "N", "H", "H", "H", "H", "C", "O", "N", "N", "H", "H", "H", "H", "C", "O", "N", "N", "H", "H", "H", "H", "C", "O", "C", "C", "N", "C", "C", "O", "C", "H", "H", "H", "H", "H", "H", "H", "H", "H", "H", "H", "H", "H", "H", "H", "C", "O", "C", "C", "N", "C", "C", "O", "C", "H", "H", "H", "H", "H", "H", "H", "H", "H", "H", "H", "H", "H", "H", "H", "C", "O", "C", "C", "N", "C", "C", "O", "C", "H", "H", "H", "H", "H", "H", "H", "H", "H", "H", "H", "H", "H", "H", "H", "C", "O", "C", "C", "N", "C", "C", "O", "C", "H", "H", "H", "H", "H", "H", "H", "H", "H", "H", "H", "H", "H", "H", "H"], "positions_angstrom": [[30.7671, -4.3777, -6.8353], [30.2864, -3.0591, -6.5636], [31.9672, -4.5980, -6.1005], [29.7913, -5.3863, -6.4160], [31.0899, -4.6098, -8.2111], [26.9018, -8.0966, -6.3578], [26.1549, -7.1750, -6.0063], [26.7668, -9.3850, -6.0739], [27.9873, -7.9271, -7.0513], [27.3343, -10.0146, -6.6230], [25.9029, -9.5975, -5.5957], [28.3660, -6.9909, -7.0663], [28.4581, -8.7287, -7.4461], [28.8505, -5.3362, -10.9929], [28.3046, -5.3035, -12.0639], [29.8208, -6.0968, -10.7296], [28.3164, -4.5738, -10.0462], [30.2638, -6.6274, -11.4659], [30.3467, -5.9930, -9.8736], [27.4324, -4.1024, -10.1741], [28.7210, -4.5348, -9.1216], [27.0676, -5.7899, -3.0436], [26.0502, -5.7597, -3.6871], [28.2497, -5.9394, -3.5279], [27.0123, -5.7441, -1.7276], [29.0461, -6.1080, -2.9300], [28.3178, -6.3264, -4.4583], [26.1221, -5.7624, -1.2507], [27.8305, -6.0552, -1.2239], [34.6103, -7.5106, -7.5592], [34.4801, -7.3358, -8.8010], [33.9694, -6.8061, -6.6918], [35.1497, -8.5168, -6.9533], [34.0302, -7.0516, -5.7140], [33.3030, -6.0950, -6.9572], [35.3531, -9.3404, -7.5013], [35.1879, -8.6494, -5.9528], [33.1306, -7.3800, -3.1302], [34.0418, -7.6080, -3.9105], [32.9578, -7.9851, -1.9608], [32.2565, -6.5071, -3.5000], [33.5244, -8.7802, -1.7024], [32.2380, -7.6789, -1.3219], [31.5059, -6.3027, -2.8559], [32.3313, -6.0437, -4.3943], [28.6180, -1.9279, -3.4714], [27.3236, -1.5090, -2.9925], [27.2059, -1.7561, -1.6019], [26.0802, -0.9599, -0.9210], [24.9423, -0.8807, -1.8959], [23.9016, 0.0281, -1.4346], [22.9397, 0.2806, -2.6267], [23.6157, 0.5458, -3.8587], [22.8057, 1.1878, -4.8644], [28.8378, -2.9935, -3.4072], [29.4325, -1.3825, -2.9947], [28.7170, -1.6855, -4.5295], [28.1677, -1.5826, -1.1192], [27.0345, -2.8313, -1.5514], [26.4152, -0.0020, -0.5230], [25.7629, -1.4922, -0.0244], [25.4457, -0.6344, -2.7362], [24.4125, 0.9187, -1.0688], [23.3810, -0.4004, -0.5782], [22.1320, 0.9972, -2.4775], [22.3996, -0.6256, -2.9010], [22.0814, 0.4965, -5.2953], [23.5028, 1.4386, -5.6640], [22.3276, 2.1280, -4.5898], [34.8355, -1.8771, -4.4180], [34.0687, -0.8180, -4.9887], [33.0100, -1.2735, -5.8096], [32.3562, -0.0415, -6.4616], [33.2820, 0.6931, -7.3907], [33.0964, 0.2788, -8.8092], [33.6216, -1.1670, -9.0254], [34.9517, -1.2641, -8.5126], [35.4684, -2.5354, -8.1963], [34.9615, -2.7572, -5.0486], [34.3540, -2.2294, -3.5059], [35.8486, -1.5771, -4.1499], [32.3341, -1.8163, -5.1488], [33.3440, -2.0137, -6.5366], [32.1007, 0.6533, -5.6616], [31.4272, -0.3618, -6.9333], [34.2578, 0.4711, -7.2544], [33.6517, 0.8472, -9.5553], [32.0840, 0.3861, -9.1987], [33.6845, -1.4150, -10.0849], [32.8018, -1.6957, -8.5392], [36.4284, -2.4484, -7.6874], [35.7012, -3.1107, -9.0923], [34.8522, -3.1552, -7.5449], [30.9607, -8.5720, -8.0908], [30.4800, -9.2884, -6.9372], [30.9855, -8.7657, -5.7110], [30.3704, -9.4646, -4.4880], [30.6225, -10.8717, -4.5843], [32.0233, -11.2074, -4.3731], [32.1329, -12.6776, -4.7232], [31.1824, -13.3928, -3.9139], [31.2107, -14.7825, -4.0394], [30.9194, -9.2034, -8.9784], [31.9731, -8.1708, -8.0444], [30.2922, -7.7189, -8.2064], [30.7792, -7.6954, -5.7100], [32.0701, -8.8534, -5.6478], [29.3182, -9.2081, -4.6113], [30.7218, -9.0691, -3.5350], [30.4242, -10.9161, -5.5736], [32.4459, -10.9630, -3.3985], [32.6702, -10.7518, -5.1228], [33.1250, -13.0254, -4.4352], [31.8927, -12.7853, -5.7809], [32.1848, -15.1638, -3.7328], [31.1634, -15.0573, -5.0931], [30.3765, -15.2919, -3.5570], [19.4081, -2.6010, -3.5542], [20.2871, -3.5565, -4.1801], [20.8031, -4.5217, -3.3538], [21.9133, -5.3473, -4.0425], [23.3218, -4.7845, -4.1350], [23.1745, -3.6696, -5.0457], [24.6244, -3.2470, -5.4775], [25.2023, -4.2838, -6.2124], [26.5542, -4.0648, -6.4748], [19.9585, -1.7416, -3.1714], [18.7879, -2.9344, -2.7221], [18.7234, -2.1385, -4.2651], [20.0526, -5.2546, -3.0576], [21.1802, -4.0795, -2.4316], [21.5622, -5.6041, -5.0419], [21.9622, -6.2403, -3.4194], [23.4849, -4.4394, -3.1999], [22.7334, -2.8021, -4.5550], [22.5666, -3.9682, -5.8998], [25.2185, -2.9213, -4.6237], [24.6328, -2.3884, -6.1490], [27.0442, -4.9796, -6.8081], [27.1340, -3.7551, -5.6053], [26.7326, -3.4362, -7.3472]], "forces_ev_per_a": [[-0.85, -1.29, 0.33], [-0.25, 0.10, -0.43], [1.50, -0.18, 1.38], [0.04, 0.59, -0.17], [-0.44, 0.47, -0.93], [-2.27, 2.39, 0.90], [0.66, -1.44, -0.05], [-1.45, -2.04, 1.17], [2.81, 1.50, -2.13], [-0.67, -0.44, 0.60], [0.24, -0.68, -0.38], [0.21, -0.17, -0.54], [0.43, 0.74, 0.28], [-4.30, 2.62, -1.21], [-0.95, -0.39, -3.42], [5.35, -3.61, 1.91], [-0.04, 1.39, 3.17], [-0.30, 0.34, 0.08], [0.01, 0.04, -0.02], [0.44, -0.34, -0.36], [-0.11, 0.04, -0.06], [-4.12, -0.40, -0.34], [-0.80, 0.55, -0.78], [4.86, -0.73, -2.25], [0.63, 0.33, 4.21], [-0.26, 0.06, -0.21], [-0.02, 0.38, -0.12], [0.26, -0.02, -0.40], [-0.44, 0.11, 0.30], [-2.47, 1.18, -4.39], [0.98, -0.67, 1.49], [-2.15, 3.62, 2.42], [3.45, -5.07, 0.62], [-0.20, 0.21, 0.10], [0.34, 0.15, -0.12], [0.27, 0.34, 0.02], [-0.29, 0.36, -0.21], [1.76, -0.72, -1.49], [1.80, -1.39, -0.23], [-0.26, -0.98, 2.07], [-3.24, 2.39, 0.45], [-0.06, 0.40, -0.17], [0.24, -0.26, -0.16], [-0.07, 0.39, -0.64], [-0.17, 0.23, 0.07], [-0.21, 0.57, -0.61], [1.11, 0.37, -0.23], [0.04, -0.73, 0.01], [-0.79, -0.87, -1.01], [1.34, -0.75, 1.75], [0.57, 0.23, -1.79], [-0.47, -0.83, -0.74], [0.00, 1.54, 0.08], [1.14, -0.68, -0.05], [-0.47, -0.26, 0.36], [-0.05, 0.13, 0.45], [-0.46, 0.04, -0.02], [0.12, 0.28, 0.23], [-0.32, -0.20, 0.53], [0.14, 0.57, -0.44], [-0.05, -0.34, 0.02], [-0.86, 0.52, -0.60], [-0.40, 0.75, -0.04], [-0.24, -0.18, -0.15], [0.30, 0.56, 0.50], [-0.16, -0.64, 0.80], [-0.27, -0.11, 0.19], [0.04, -0.08, -0.01], [-0.09, -0.07, 0.62], [-0.37, -0.01, 0.19], [1.44, -0.26, -0.11], [-0.45, 0.15, 0.42], [1.50, -0.19, 0.23], [-1.38, -0.25, -1.63], [1.24, -0.45, -0.39], [-0.61, 0.68, -0.18], [-0.51, 0.30, 0.77], [0.27, -0.51, -0.32], [-0.27, 0.07, -0.48], [-0.16, -0.07, 0.21], [-0.13, 0.58, -0.11], [-0.62, 0.03, -0.12], [0.20, 0.14, -0.12], [-0.10, -0.03, 0.08], [0.12, 0.14, -0.34], [0.03, -0.14, 0.88], [0.47, 0.91, 0.65], [-0.32, -0.34, 0.57], [-0.43, -0.13, -0.14], [0.73, -1.33, 0.22], [-0.03, 0.58, 0.09], [-0.28, -0.14, -0.28], [-0.45, 0.13, -0.06], [-0.51, 0.31, 0.22], [0.92, -0.81, 0.00], [0.55, 1.33, 0.43], [-0.22, 1.45, -0.94], [-0.38, 0.48, 0.48], [-0.23, -0.86, -1.36], [-0.62, -0.47, 1.77], [-0.24, 0.47, 0.16], [0.80, -0.01, -1.17], [-0.25, -0.19, 0.21], [0.18, -0.25, 0.53], [0.07, 0.18, -0.33], [-0.14, 0.24, 0.22], [0.27, -0.08, -0.42], [-0.42, -0.55, 0.54], [0.16, 0.29, -0.12], [0.12, -1.49, -0.44], [-0.57, -0.02, 0.22], [0.35, 0.50, 0.01], [0.33, -0.24, -0.54], [0.20, -0.35, -0.17], [0.07, -0.34, 0.55], [-0.23, -0.12, -0.41], [0.12, 0.45, 0.38], [0.48, 0.36, -0.26], [-1.80, 1.79, -0.58], [1.09, -0.95, 0.45], [0.85, 0.18, 0.89], [-3.56, -0.86, -0.17], [2.81, 1.13, -0.16], [-1.17, 0.10, -0.75], [0.25, -0.49, 0.19], [0.70, -0.85, -0.53], [0.53, -0.04, 0.19], [0.14, -0.77, 0.01], [0.10, -0.52, -0.48], [-0.51, -0.08, 0.08], [0.28, 0.15, 0.32], [0.14, -0.18, 0.00], [0.13, -0.34, -0.19], [0.62, 0.17, 0.14], [-0.32, 0.27, -0.18], [0.20, 0.10, -0.05], [0.13, -0.41, 0.45], [-0.52, 0.65, -0.04], [-0.49, -0.45, 0.32], [-0.13, 0.40, 0.14], [-0.20, 0.95, 0.09]], "lowdin_charge": [0.635, -0.323, -0.378, -0.381, -0.344, -0.738, 0.040, 0.156, 0.181, 0.103, 0.114, 0.078, 0.089, -0.823, 0.011, 0.198, 0.177, 0.129, 0.080, 0.113, 0.073, -0.788, 0.067, 0.200, 0.150, 0.092, 0.097, 0.113, 0.090, -0.767, -0.030, 0.178, 0.163, 0.051, 0.084, 0.114, 0.097, -0.754, 0.002, 0.177, 0.211, 0.116, 0.107, 0.108, 0.092, -0.089, -0.199, -0.225, -0.185, -0.055, -0.194, -0.203, -0.206, -0.096, 0.077, 0.082, 0.082, 0.110, 0.105, 0.102, 0.107, 0.088, 0.103, 0.114, 0.108, 0.099, 0.082, 0.085, 0.079, -0.102, -0.183, -0.233, -0.157, -0.037, -0.203, -0.208, -0.192, -0.107, 0.076, 0.079, 0.081, 0.109, 0.081, 0.105, 0.112, 0.082, 0.098, 0.111, 0.121, 0.105, 0.085, 0.085, 0.072, -0.060, -0.222, -0.225, -0.202, -0.041, -0.204, -0.205, -0.199, -0.136, 0.094, 0.077, 0.060, 0.097, 0.095, 0.105, 0.103, 0.095, 0.120, 0.107, 0.119, 0.126, 0.078, 0.077, 0.087, -0.091, -0.184, -0.276, -0.176, -0.023, -0.198, -0.216, -0.172, -0.133, 0.067, 0.081, 0.080, 0.111, 0.118, 0.115, 0.104, 0.095, 0.098, 0.119, 0.107, 0.110, 0.053, 0.079, 0.079], "charge": -1, "lumo_ha": 0.0555, "fmax_ev_per_a": 6.7, "spin_multiplicity": 1, "molar_mass_g_mol": 932.493}